No. 1
32
Properties=species:S:1:pos:R:3:forces:R:3 method="wB97M-V/def2-TZVPD" spin_multiplicity=1 e_homo_ev="-18.21 / -18.21" total_charge=+3
Ir 0.5901 -0.5646 0.3384 -1.5 -0.7 -0.8
N 1.4693 -2.1926 -0.6425 0.1 0.0 0.0
N 2.2824 -2.9612 0.2354 -0.1 -0.1 0.1
C 1.9970 -2.9977 1.5526 0.0 0.0 -0.1
N 2.6244 -3.8528 2.3193 0.0 0.0 0.1
S 0.8039 -1.9347 2.1994 0.2 0.0 0.0
H 0.8373 -2.8232 -1.1393 0.0 0.0 0.0
H 2.0967 -1.7816 -1.3377 0.0 -0.1 0.0
H 2.9069 -3.6307 -0.2000 0.0 0.0 0.0
H 3.2869 -4.5344 1.9702 0.0 0.0 0.0
H 2.4824 -3.8311 3.3217 0.0 0.0 0.0
C -3.4553 -0.3303 -0.9666 0.2 -0.1 -0.5
Te -2.1763 -1.5847 0.1512 0.8 1.0 1.8
C -2.8960 -3.4717 -0.4915 0.5 -0.1 -0.7
H -4.4233 -0.4226 -0.4711 0.0 -0.1 0.1
H -3.5177 -0.6749 -1.9941 0.0 0.1 -0.1
H -3.0907 0.6908 -0.9071 0.0 0.0 0.0
H -3.0790 -3.4754 -1.5615 0.0 -0.1 0.0
H -3.8297 -3.5694 0.0673 0.0 0.1 0.1
H -2.1968 -4.2504 -0.2000 0.0 0.0 0.0
Br 0.5687 1.4651 1.7120 -0.2 -0.1 0.2
C 0.5768 3.0085 0.5734 0.0 0.1 -0.2
C 0.6500 4.2333 1.2127 0.0 -0.1 0.0
C 0.6882 5.3750 0.4239 0.0 0.0 0.0
C 0.6524 5.2828 -0.9612 0.0 0.0 0.0
C 0.5744 4.0469 -1.5921 0.0 0.0 0.1
C 0.5415 2.9066 -0.8051 0.0 0.1 0.1
I 0.3747 1.0609 -1.7656 0.1 -0.1 -0.1
H 0.6822 4.3046 2.2922 0.0 0.0 0.0
H 0.7489 6.3425 0.9037 0.0 0.0 0.0
H 0.6851 6.1792 -1.5660 0.0 0.0 0.0
H 0.5447 3.9875 -2.6721 0.0 0.0 0.0

***

No. 2
29
Properties=species:S:1:pos:R:3:forces:R:3 method="wB97M-V/def2-TZVPD" spin_multiplicity=1 e_homo_ev=-8.57 total_charge=0
C 3.4265 1.7362 0.5833 0.2 -1.2 0.2
C 2.7899 0.5119 0.1917 0.3 0.6 0.4
C 1.6072 0.8794 -0.3618 -2.6 -1.8 -1.5
C -0.4330 -2.3347 0.9039 0.3 -0.8 2.6
C -1.7827 -1.6853 0.7100 -0.2 -0.6 2.2
C -0.5446 -0.8798 0.6264 2.1 0.5 0.0
C -0.1368 0.0286 1.8212 -3.1 1.0 -3.3
C 0.5666 3.1546 -0.8051 -0.2 -0.6 -2.8
C -0.0784 -0.4261 -0.7325 2.2 -0.1 1.3
N 2.6814 2.7465 0.1889 0.2 0.5 0.4
N 1.5836 2.2252 -0.4068 0.7 -0.5 1.1
N 0.6980 -0.7420 -2.7915 1.6 0.3 0.2
N 0.3029 -1.4016 -1.6237 -4.1 3.5 -0.9
Br 3.2130 -1.3230 0.3383 0.4 0.2 0.3
H 4.3097 1.8563 1.2272 -0.4 0.1 -0.8
H -0.1158 -2.6393 1.9355 -0.4 0.7 -0.9
H -0.1568 -3.1309 0.2648 0.3 -0.2 -1.2
H -2.1856 -2.0850 -0.2009 -0.9 0.5 -0.1
H -2.3216 -1.5754 1.7050 0.0 -0.1 -1.9
H -0.7115 -0.2428 2.6681 -0.1 -0.2 1.1
H -0.4453 1.0469 1.4651 0.0 -0.5 0.8
H 0.8867 0.0996 1.8889 2.2 -0.3 0.7
H 1.0060 4.1011 -0.5919 -0.2 0.9 0.5
H 0.4989 3.1260 -1.9663 -0.3 -0.1 1.9
H -0.4171 2.9745 -0.3398 0.5 0.1 -0.2
H -0.5533 0.3477 -1.2427 -1.2 1.1 -0.5
H 1.5390 -0.1954 -2.3899 -0.8 -0.7 -1.9
H 0.8744 -1.4626 -3.5060 0.5 0.8 0.5
H 0.9164 -2.0173 -1.2941 3.1 -3.1 1.8

***

No. 3
30
Properties=species:S:1:pos:R:3:forces:R:3 method="wB97M-V/def2-TZVPD" spin_multiplicity=1 e_homo_ev=-10.92 total_charge=0 smiles="CCCCCS(=O)(=O)[C@@H](C#N)C(C)(F)F"
C 3.7725 -0.1289 1.1179 -2.8 1.5 2.0
C 2.8899 -0.7631 -0.0053 1.5 2.8 -0.9
C 1.5133 -0.1306 -0.0181 0.4 1.8 -2.6
C 1.5391 1.3927 -0.3695 -0.9 -0.1 1.9
C 0.1237 1.8986 -0.6764 1.7 -1.5 1.5
S -1.2321 1.5509 0.4151 0.6 1.4 0.6
O -2.0472 2.7572 0.3807 0.2 -1.3 0.2
O -0.6378 1.0565 1.6343 -1.1 0.1 -0.3
C -2.3205 0.2250 -0.3736 -0.8 -1.4 2.7
C -1.8651 -0.1019 -1.6692 -0.5 0.6 -1.2
N -1.5950 -0.2000 -2.7767 0.4 -0.4 -0.4
C -2.4409 -1.1700 0.4639 0.1 1.4 -0.8
C -3.4449 -2.1875 -0.0586 2.3 -0.3 -1.7
F -2.7698 -0.8797 1.7353 -1.0 0.6 0.4
F -1.2270 -1.7103 0.5990 1.0 -0.6 -0.8
H 4.7730 -0.2595 1.0049 3.0 -0.9 -0.6
H 3.5562 -0.4488 2.1933 -0.1 -0.1 -1.5
H 3.7153 1.0223 1.2528 -0.4 -1.7 -0.8
H 3.4704 -0.6793 -1.0443 -1.4 0.0 2.1
H 2.6095 -1.7478 0.1246 0.6 -2.5 0.6
H 0.9578 -0.5183 -0.8945 0.1 -0.5 0.5
H 0.9218 -0.3246 0.8666 0.3 0.0 0.2
H 2.2835 1.7726 -1.0872 -0.6 -0.8 -0.5
H 1.7690 2.0343 0.4467 0.8 0.0 1.5
H 0.2097 2.8947 -0.8678 -0.5 3.1 0.2
H -0.0485 1.5321 -1.5814 -1.6 -1.8 -4.0
H -3.3604 0.6281 -0.3070 0.9 0.1 -0.5
H -3.3711 -2.9113 0.6715 -0.3 -1.8 1.7
H -4.3985 -1.8568 -0.1658 -2.8 1.5 0.4
H -3.3459 -2.7464 -1.0111 1.2 0.8 0.3

***

No. 4
29
Properties=species:S:1:pos:R:3:forces:R:3 method="wB97M-V/def2-TZVPD" spin_multiplicity=1 e_homo_ev=-10.43 total_charge=0 smiles="CCCCCCOCC(=O)C(F)(F)F"
C -2.6713 2.2648 0.8354 0.8 -0.4 0.0
C -1.5079 1.6023 0.0484 0.5 0.2 1.3
C -1.9915 0.7768 -1.0571 -0.8 -1.4 -1.6
C -3.0034 -0.3075 -0.5828 -0.4 -0.6 -1.4
C -2.4574 -1.4042 0.3835 -0.7 0.1 0.0
C -1.2712 -2.1752 -0.1867 -0.1 0.6 -1.4
O -0.0989 -1.3749 -0.2576 0.2 0.0 0.3
C 0.3914 -1.1560 1.0303 0.2 2.0 -0.2
C 1.5931 -0.1904 0.9635 0.6 0.5 1.3
O 2.1843 0.1903 1.9577 -1.1 -0.7 -1.4
C 2.1630 0.2821 -0.4190 1.7 0.0 0.1
F 1.3562 1.1067 -1.0867 0.1 -0.4 0.1
F 2.4956 -0.7816 -1.1803 -0.6 0.3 0.1
F 3.3510 0.9303 -0.2069 -1.2 -0.2 -0.1
H -3.3142 2.9080 0.1341 0.9 -0.8 1.3
H -3.2461 1.4544 1.3057 -0.3 0.5 -0.3
H -2.2025 2.7746 1.6995 -0.6 0.5 -0.6
H -0.8928 0.8771 0.6315 -0.5 1.1 0.4
H -0.8338 2.3694 -0.3118 0.2 0.2 -0.1
H -2.4523 1.4307 -1.7901 -0.6 0.0 -0.2
H -1.1735 0.3023 -1.6271 -0.2 0.1 0.5
H -3.3777 -0.8612 -1.5096 0.5 0.6 1.0
H -3.9189 0.1785 -0.1869 0.6 -0.4 0.0
H -3.2641 -2.1356 0.5450 0.1 0.1 -0.1
H -2.2436 -1.0323 1.4130 -0.1 0.0 -0.8
H -1.4286 -2.4755 -1.2521 -0.2 0.1 0.9
H -1.0194 -3.0516 0.3838 -0.2 -0.6 0.4
H 0.7915 -2.0530 1.4618 0.0 -0.7 0.6
H -0.4015 -0.6641 1.6747 1.2 -0.7 -0.3

***

No. 5
45
Properties=species:S:1:pos:R:3:forces:R:3 method="wB97M-V/def2-TZVPD" spin_multiplicity=1 e_homo_ev=-4.22 total_charge=-1
N 5.2166 1.0457 2.7273 -1.1 0.7 -1.4
P 5.3341 -0.5990 2.0490 0.5 -0.5 -0.2
O 5.3603 -0.3878 0.3206 0.5 -0.7 0.6
Ga 3.2836 -1.6948 2.4840 -0.1 -1.4 0.0
F 3.1257 -3.3087 1.4725 0.1 1.3 0.6
P 1.6054 -0.0963 1.9988 0.7 3.3 1.6
O 1.7901 1.1232 3.0339 -1.1 -3.3 -3.0
O -0.0066 -0.7526 1.9731 1.0 3.1 -2.0
O 2.0505 0.5740 0.4240 -0.2 0.2 1.9
H 4.7011 1.6518 2.0286 0.6 -0.7 1.1
H 4.6310 1.0913 3.5900 0.4 -0.4 -1.0
H 5.8578 -1.1743 -0.0532 -0.8 1.5 0.9
H 3.1728 -2.0964 4.0402 0.0 0.1 -0.3
H -0.5585 -0.0875 1.4274 1.0 -1.4 1.3
H 2.7877 1.2630 0.5495 -1.7 -1.6 0.1
C -3.3338 -0.4279 -0.4650 -0.7 -0.5 1.0
C -2.5582 0.7924 -0.8270 0.6 0.4 0.3
O -1.9027 0.4245 -2.0193 -0.9 -0.4 -0.3
C -2.7219 -0.4929 -2.6058 0.2 -1.1 -2.7
O -2.6374 -0.8391 -3.7724 -0.2 0.7 2.6
O -3.6558 -0.9727 -1.7289 0.6 0.4 -1.0
F -1.6205 1.0630 0.1085 0.1 0.4 0.1
H -2.7416 -1.1534 0.1027 0.1 0.2 0.0
H -4.2383 -0.1927 0.1025 0.0 -0.1 -0.3
H -3.1749 1.6799 -1.0046 0.2 0.0 0.1
C 0.2583 2.6657 5.3464 1.0 -0.4 -1.1
C -0.7963 1.8270 5.9837 0.4 -0.8 0.2
O -1.3649 2.6869 6.9450 -0.2 0.8 -0.5
C -1.2070 3.9411 6.4364 -0.9 2.6 0.6
O -1.8066 4.9238 6.8398 1.3 -2.1 -0.8
O -0.2997 3.9627 5.4128 -1.2 0.4 1.1
F -0.2495 0.7713 6.6271 -0.2 -0.3 0.1
H 1.2041 2.6488 5.8983 -0.2 -0.2 0.1
H 0.4515 2.3746 4.3103 0.1 0.1 0.1
H -1.5732 1.4816 5.2933 0.1 -0.1 0.2
C -1.9608 -2.8478 -6.8299 -0.8 -0.5 1.1
C -0.7866 -1.9421 -6.9804 0.8 0.0 0.6
O -0.4816 -2.0234 -8.3541 -0.9 0.1 -0.3
C -1.6701 -2.2874 -8.9661 -0.7 0.1 -3.0
O -1.8670 -2.1587 -10.1630 0.4 -0.4 2.8
O -2.6180 -2.7069 -8.0734 0.6 0.4 -1.0
F 0.2731 -2.4061 -6.2807 0.2 0.1 0.1
H -1.6728 -3.8949 -6.6883 0.2 0.2 0.0
H -2.6136 -2.5490 -6.0054 0.0 0.0 -0.2
H -0.9857 -0.9001 -6.7084 0.2 -0.1 0.1

***

No. 6
33
Properties=species:S:1:pos:R:3:forces:R:3 method="wB97M-V/def2-TZVPD" spin_multiplicity=1 e_homo_ev=-6.49 total_charge=0
Ga 0.0630 0.0649 -0.1511 0.3 -0.3 -0.3
O -0.2266 -1.1522 1.3964 -0.1 -0.2 0.0
C 0.0202 -2.5867 1.3691 0.0 -0.2 -0.1
C 1.4767 -2.9123 1.5989 0.1 0.1 0.0
C 2.4112 -2.1010 0.6935 0.0 0.0 0.0
C 2.0904 -2.2178 -0.7672 -0.1 0.1 -0.1
C 2.8201 -3.0060 -1.6334 0.0 0.0 0.1
C 2.4928 -3.0225 -2.9834 -0.1 0.0 -0.1
C 1.4362 -2.2548 -3.4345 0.0 -0.1 0.0
C 0.7371 -1.4911 -2.5206 0.0 0.0 0.1
N 1.0498 -1.4812 -1.2151 -0.1 -0.2 0.1
H -0.1229 -0.7710 2.2780 0.0 0.1 0.0
H -0.2992 -2.8929 0.3762 0.0 0.0 0.0
H -0.6311 -3.0671 2.0972 0.0 0.1 0.1
H 1.5947 -3.9845 1.4269 0.1 0.0 0.0
H 1.7562 -2.7197 2.6380 -0.1 -0.1 0.0
H 3.4435 -2.3937 0.8768 0.0 0.0 0.0
H 2.3409 -1.0419 0.9627 0.1 0.0 0.1
H 3.6563 -3.5775 -1.2545 0.0 0.0 0.0
H 3.0750 -3.6144 -3.6768 0.0 0.0 0.0
H 1.1607 -2.2148 -4.4778 0.0 0.1 0.0
H -0.0692 -0.8384 -2.8312 0.1 0.0 0.0
Se -1.3184 3.5249 -4.6462 -0.2 0.0 -0.1
Sb 0.9531 3.0603 -4.2449 0.1 0.0 -0.3
Se 0.1491 1.7296 -1.5007 -0.4 0.6 0.6
Se 1.8710 0.9686 -4.9130 0.1 -0.2 -0.2
Se 2.2903 4.6070 -3.0773 0.1 0.1 0.1
C -1.5840 1.5786 2.7686 0.0 0.1 -0.1
O -0.8283 1.4156 1.5614 0.1 0.0 0.4
H -2.3198 2.3722 2.6536 0.0 0.0 0.0
H -0.9293 1.8075 3.6110 0.0 0.0 0.0
H -2.1125 0.6442 2.9531 0.0 0.0 0.0
H -0.5908 2.2716 1.1708 0.0 -0.1 -0.2

***

No. 7
27
Properties=species:S:1:pos:R:3:forces:R:3 method="wB97M-V/def2-TZVPD" spin_multiplicity=1 e_homo_ev=-0.12 total_charge=-1
C -1.9852 1.0706 -0.2510 -3.9 0.7 -0.3
Hg 0.0168 -0.0653 0.1239 1.5 -1.2 -1.1
N 2.3433 -0.9751 -0.0999 0.9 -0.6 0.4
N -1.0419 -2.0216 -1.0885 -0.3 -0.4 0.4
H 2.3044 -1.1991 0.8979 0.1 -0.1 -0.3
H -1.3417 0.7948 -1.1602 0.1 -0.5 1.9
H -1.7682 2.1149 0.0517 -0.6 -0.3 -0.5
H -2.4982 0.5189 0.6855 2.2 0.5 -2.1
H -2.8455 0.8869 -0.9799 -0.2 1.2 0.6
H -0.8443 -2.8638 -0.5328 -0.1 -0.1 -0.2
H -0.6448 -2.1300 -2.0253 0.0 0.1 0.1
H -2.0622 -1.8953 -1.1529 0.2 -0.2 -0.2
H 2.4201 -1.8442 -0.6237 0.1 0.2 0.0
H 3.1796 -0.4103 -0.2243 0.1 0.0 -0.2
C 0.8702 0.6948 1.8771 0.1 1.2 2.1
C 1.1433 1.6151 2.6483 -0.3 -0.9 -0.9
C 1.4712 2.7941 3.3784 -0.4 -0.9 -0.1
C 1.8298 2.7144 4.7228 0.3 0.9 0.3
C 2.2614 3.8920 5.3458 -0.1 -0.7 0.1
C 2.3012 5.0934 4.6667 0.1 0.1 0.1
C 1.8567 5.1506 3.3595 -0.2 0.0 -0.3
C 1.4145 4.0181 2.7130 0.0 0.1 -0.3
H 1.7773 1.7703 5.2755 0.1 0.4 -0.4
H 2.5808 3.8521 6.3741 0.1 0.0 0.2
H 2.6750 5.9819 5.1519 0.0 0.1 0.1
H 1.8577 6.0725 2.8177 0.0 0.6 -0.1
H 1.0317 4.0577 1.6827 0.3 -0.1 0.5

***

No. 8
25
Properties=species:S:1:pos:R:3:forces:R:3 method="wB97M-V/def2-TZVPD" spin_multiplicity=1 e_homo_ev=-8.00 total_charge=0 smiles="C=CN=C(C)C.C=C=CC"
C 1.3564 -1.3105 2.6078 0.2 2.7 1.7
C 0.8438 -0.4742 1.6816 -0.8 -2.9 0.1
N 0.6528 -0.9848 0.4207 2.8 0.4 -1.3
C -0.2979 -1.4262 -0.2305 -2.4 -0.1 -0.2
C -1.6660 -1.4013 0.3728 -1.9 0.5 0.4
C -0.3702 -1.7415 -1.6918 1.4 1.2 -1.6
H 1.5026 -0.9392 3.6728 -0.2 -0.7 -1.6
H 1.8142 -2.2178 2.2964 0.0 -0.7 0.0
H 0.4065 0.4871 1.7804 0.0 1.0 0.7
H -1.5083 -1.3698 1.4455 -0.4 -0.1 0.3
H -2.0971 -0.3440 0.1080 0.3 -2.1 0.2
H -2.3976 -2.2676 0.1286 1.3 1.6 0.1
H -1.2612 -1.2039 -2.0912 0.1 -1.0 0.3
H -0.3189 -2.8194 -1.9344 -0.4 0.6 0.1
H 0.4243 -1.2057 -2.2833 -0.2 -0.8 0.8
C 2.2762 1.3973 -1.1013 1.7 -2.3 2.5
C 0.9887 1.4009 -1.0235 0.1 1.9 -0.8
C -0.2158 1.8755 -1.1225 0.7 0.3 3.1
C -1.0606 2.4408 -0.0108 -0.4 1.2 0.8
H 2.8523 2.1735 -1.5502 0.1 0.5 -0.3
H 2.8482 0.6431 -0.4408 -0.8 0.9 -1.6
H -0.8337 1.6024 -1.8500 -2.1 -1.5 -3.6
H -1.9980 2.9228 -0.4543 1.4 -0.4 0.7
H -1.4292 1.5874 0.6019 0.2 0.7 -0.2
H -0.5115 3.1751 0.6683 -0.8 -0.9 -0.9

***

Number 1: energy -4157.3732 Eh. Number 2: energy -3144.7868 Eh. Number 3: energy -1154.9754 Eh. Number 4: energy -801.9705 Eh. Number 5: energy -4391.9986 Eh. Number 6: energy -12327.9076 Eh. Number 7: energy -614.6352 Eh. Number 8: energy -406.5123 Eh.